No. 1
The following is a quantum chemistry calculation of a structure of composition C49H62ClIrN3O4PS3 at a distorted geometry, from the Open Molecules 2025 dataset.

Summary:
2S+1 ... 2
Kohn-Sham gap (alpha / beta) ... 6.51 / 6.46 eV
Total charge ... -1
E ... -121637.499 eV
Highest occupied orbital energy (alpha / beta) ... -4.23 / -4.17 eV

Geometry (Å):
Ir1 -0.328 -0.394 0.744
C1 -1.807 -2.577 -2.925
C2 -1.139 -1.397 -2.211
C3 -2.084 -0.190 -2.175
C4 0.190 -1.038 -2.859
C5 0.199 -0.877 -4.231
C6 1.375 -0.634 -4.912
C7 2.535 -0.486 -4.181
C8 2.600 -0.594 -2.792
C9 4.014 -0.262 -2.274
C10 4.955 -1.479 -2.311
C11 4.146 0.511 -0.965
C12 1.395 -0.939 -2.101
N1 1.263 -1.247 -0.746
C13 2.207 -1.828 -0.087
C14 2.119 -2.297 1.256
C15 3.300 -2.539 1.978
C16 3.281 -3.096 3.236
C17 2.065 -3.486 3.805
C18 0.893 -3.326 3.094
C19 0.878 -2.707 1.833
N2 -0.298 -2.537 1.148
C20 -1.183 -3.621 1.138
C21 -0.775 -4.854 0.555
C22 -1.579 -5.973 0.713
C23 -2.796 -5.903 1.370
C24 -3.255 -4.675 1.813
C25 -2.480 -3.530 1.690
C26 -3.014 -2.193 2.150
C27 -4.325 -1.860 1.431
C28 -3.162 -2.118 3.670
C29 0.463 -4.938 -0.316
C30 1.617 -5.679 0.369
C31 0.141 -5.596 -1.663
H1 -2.617 -2.976 -2.311
H2 -1.083 -3.372 -3.102
H3 -2.224 -2.275 -3.888
H4 -0.955 -1.703 -1.178
H5 -2.183 0.267 -3.163
H6 -1.696 0.564 -1.488
H7 -3.072 -0.495 -1.822
H8 -0.724 -0.970 -4.788
H9 1.384 -0.553 -5.991
H10 3.450 -0.264 -4.721
H11 4.413 0.418 -3.035
H12 4.787 -2.173 -1.489
H13 5.991 -1.143 -2.245
H14 4.828 -2.028 -3.246
H15 3.843 -0.056 -0.090
H16 5.186 0.815 -0.831
H17 3.531 1.405 -0.992
H18 3.126 -2.073 -0.607
H19 4.246 -2.239 1.538
H20 4.204 -3.234 3.784
H21 2.032 -3.903 4.803
H22 -0.054 -3.633 3.519
H23 -1.253 -6.926 0.309
H24 -3.390 -6.798 1.509
H25 -4.232 -4.617 2.280
H26 -2.264 -1.457 1.863
H27 -5.116 -2.562 1.702
H28 -4.180 -1.905 0.350
H29 -4.660 -0.853 1.692
H30 -3.603 -1.163 3.962
H31 -2.178 -2.182 4.136
H32 -3.792 -2.927 4.051
H33 0.784 -3.918 -0.523
H34 1.329 -6.704 0.613
H35 1.904 -5.175 1.290
H36 2.488 -5.709 -0.291
H37 -0.034 -6.668 -1.556
H38 0.975 -5.456 -2.354
H39 -0.750 -5.150 -2.102
C32 -0.621 6.233 -3.700
C33 -0.990 5.130 -2.724
O1 -0.799 3.836 -3.317
P1 0.383 2.813 -2.898
S1 1.120 1.671 0.375
S2 -0.085 2.837 -0.758
O2 1.632 3.897 -2.944
C34 2.971 3.450 -3.105
C35 3.885 4.219 -2.170
H40 -0.859 7.198 -3.251
H41 -1.176 6.123 -4.632
H42 0.445 6.191 -3.921
H43 -2.045 5.191 -2.453
H44 -0.390 5.224 -1.819
H45 3.262 3.621 -4.148
H46 3.033 2.379 -2.905
H47 3.841 5.287 -2.379
H48 4.912 3.872 -2.303
H49 3.588 4.048 -1.135
Cl1 2.726 1.121 5.155
C36 1.929 0.285 3.806
C37 0.425 0.031 4.066
O3 -0.038 0.161 5.197
O4 -0.216 -0.327 3.032
H50 2.427 -0.674 3.682
H51 2.061 0.884 2.907
N3 -2.042 1.032 1.360
S3 -2.377 2.296 2.288
C38 -0.958 3.393 2.560
C39 -0.229 3.145 3.715
C40 0.801 3.999 4.074
C41 1.084 5.109 3.291
C42 0.328 5.371 2.160
C43 -0.704 4.523 1.795
C44 -3.333 3.378 1.207
C45 -3.834 4.574 1.712
C46 -4.603 5.386 0.897
C47 -4.886 4.999 -0.408
C48 -4.409 3.786 -0.890
C49 -3.637 2.970 -0.079
H52 -2.540 0.275 1.827
H53 -0.469 2.288 4.334
H54 1.367 3.803 4.973
H55 1.885 5.780 3.573
H56 0.525 6.252 1.563
H57 -1.295 4.747 0.922
H58 -3.597 4.872 2.726
H59 -4.980 6.328 1.276
H60 -5.486 5.638 -1.043
H61 -4.636 3.476 -1.902
H62 -3.243 2.023 -0.426



No. 2
The following is a quantum chemistry calculation of a structure of composition C49H62NO8P2Si2Tl at a distorted geometry, from the Open Molecules 2025 dataset.

Summary:
Kohn-Sham gap ... 7.04 eV
Total charge ... 0
E ... -108720.468 eV
Highest occupied orbital energy ... -7.66 eV

Geometry (Å):
Tl1 -1.401 -0.391 0.001
C1 2.641 0.409 1.006
Si1 1.596 1.838 0.470
C2 1.998 2.974 -0.946
C3 3.300 3.302 -1.342
C4 3.498 4.277 -2.307
C5 2.403 4.922 -2.881
C6 1.112 4.575 -2.508
C7 0.909 3.584 -1.549
P1 -0.683 2.944 -0.876
C8 -1.564 4.546 -0.891
C9 -2.450 4.932 -1.889
C10 -2.985 6.215 -1.889
C11 -2.649 7.117 -0.891
C12 -1.770 6.733 0.114
C13 -1.223 5.460 0.105
C14 -1.317 2.068 -2.384
C15 -0.482 1.812 -3.477
C16 -0.912 1.038 -4.547
C17 -2.194 0.511 -4.559
C18 -3.046 0.780 -3.497
C19 -2.617 1.550 -2.423
C20 1.552 2.846 2.069
C21 2.587 3.758 2.307
C22 2.738 4.344 3.553
C23 1.867 4.017 4.587
C24 0.827 3.129 4.362
C25 0.663 2.541 3.106
P2 -0.747 1.440 2.686
C26 -2.043 2.381 3.601
C27 -2.878 1.841 4.574
C28 -3.886 2.614 5.137
C29 -4.076 3.926 4.731
C30 -3.252 4.470 3.754
C31 -2.243 3.702 3.197
C32 -0.512 -0.010 3.782
C33 0.606 -0.224 4.579
C34 0.715 -1.384 5.341
C35 -0.284 -2.344 5.303
C36 -1.390 -2.158 4.479
C37 -1.502 -1.000 3.722
H1 3.523 0.798 1.530
H2 2.054 -0.187 1.711
H3 2.945 -0.239 0.186
H4 4.155 2.810 -0.885
H5 4.504 4.543 -2.612
H6 2.559 5.694 -3.625
H7 0.260 5.065 -2.968
H8 -2.721 4.238 -2.674
H9 -3.661 6.508 -2.683
H10 -3.065 8.117 -0.900
H11 -1.504 7.430 0.899
H12 -0.508 5.176 0.874
H13 0.516 2.233 -3.511
H14 -0.236 0.849 -5.373
H15 -2.527 -0.095 -5.392
H16 -4.052 0.376 -3.493
H17 -3.305 1.768 -1.619
H18 3.280 4.011 1.508
H19 3.543 5.049 3.723
H20 2.000 4.458 5.567
H21 0.136 2.887 5.161
H22 -2.757 0.813 4.888
H23 -4.530 2.181 5.894
H24 -4.865 4.523 5.172
H25 -3.403 5.488 3.415
H26 -1.618 4.118 2.417
H27 1.399 0.512 4.609
H28 1.589 -1.539 5.962
H29 -0.208 -3.235 5.917
H30 -2.165 -2.914 4.424
H31 -2.361 -0.854 3.072
O1 0.518 -1.753 1.548
H32 0.979 -2.284 0.863
H33 0.068 -2.397 2.112
O2 1.091 0.282 -1.201
H34 0.829 -0.742 -1.326
H35 0.942 0.668 -2.074
O3 -3.414 0.748 1.591
N1 -3.699 1.776 0.985
O4 -2.725 2.336 0.387
C38 2.331 -2.218 -4.570
C39 1.547 -3.479 -4.218
C40 2.093 -4.677 -4.979
C41 0.070 -3.281 -4.562
O5 1.735 -3.743 -2.827
Si2 0.786 -3.354 -1.548
O6 0.152 -1.902 -1.557
O7 1.788 -3.373 -0.207
C42 2.685 -4.347 0.347
C43 3.761 -3.562 1.087
C44 1.915 -5.229 1.325
C45 3.321 -5.221 -0.729
O8 -0.257 -4.628 -1.420
C46 -1.598 -4.725 -0.949
C47 -2.525 -3.906 -1.848
C48 -1.714 -4.232 0.494
C49 -1.971 -6.199 -1.012
H36 2.194 -1.958 -5.623
H37 3.395 -2.370 -4.378
H38 1.978 -1.393 -3.943
H39 1.997 -4.518 -6.056
H40 1.541 -5.576 -4.702
H41 3.148 -4.829 -4.738
H42 -0.053 -3.100 -5.631
H43 -0.336 -2.432 -4.003
H44 -0.497 -4.173 -4.280
H45 3.304 -2.924 1.849
H46 4.306 -2.927 0.385
H47 4.465 -4.242 1.571
H48 1.507 -4.634 2.148
H49 2.574 -5.993 1.746
H50 1.095 -5.725 0.801
H51 3.785 -4.600 -1.496
H52 2.558 -5.834 -1.218
H53 4.074 -5.871 -0.281
H54 -2.144 -2.884 -1.926
H55 -3.542 -3.887 -1.447
H56 -2.548 -4.333 -2.854
H57 -1.510 -3.159 0.538
H58 -0.991 -4.750 1.130
H59 -2.719 -4.416 0.878
H60 -1.866 -6.564 -2.036
H61 -3.003 -6.350 -0.686
H62 -1.309 -6.781 -0.366



No. 3
The following is a quantum chemistry calculation of a structure of composition C49H64N3 at a distorted geometry, from the Open Molecules 2025 dataset.

Summary:
Kohn-Sham gap ... 5.05 eV
Total charge ... +1
E ... -56306.754 eV
Highest occupied orbital energy ... -8.82 eV

Geometry (Å):
C1 2.760 1.651 -1.486
C2 3.613 1.164 -0.353
C3 4.745 0.395 -1.072
C4 4.242 2.399 0.354
C5 2.907 0.253 0.752
C6 3.673 -0.820 1.243
C7 3.611 -1.274 2.557
C8 2.702 -0.696 3.454
C9 1.918 0.399 3.062
C10 1.358 1.235 4.220
C11 0.271 0.413 4.915
C12 0.932 2.630 3.778
C13 2.441 1.418 5.300
C14 1.741 0.557 1.620
N1 0.366 0.492 1.160
C15 -0.057 -0.324 0.109
C16 0.461 -0.065 -1.205
C17 0.502 -1.309 -2.069
C18 -0.122 -1.440 -3.328
C19 -0.355 -2.732 -3.818
C20 0.141 -3.848 -3.147
C21 0.980 -3.666 -2.044
C22 1.217 -2.388 -1.545
N2 -1.224 -0.980 0.464
C23 -1.720 -2.285 0.002
C24 -1.326 -3.481 0.672
C25 -0.545 -3.542 2.009
C26 -0.041 -4.952 2.327
C27 -1.462 -3.156 3.172
C28 0.682 -2.662 1.941
C29 -1.679 -4.703 0.092
C30 -2.677 -4.787 -0.861
C31 -3.274 -3.618 -1.294
C32 -2.738 -2.363 -0.979
C33 -3.392 -1.189 -1.738
C34 -3.683 -1.583 -3.194
C35 -2.521 0.029 -1.813
C36 -4.696 -0.813 -1.048
C37 -1.698 -0.306 1.603
C38 -0.771 0.572 2.014
H1 -0.032 0.899 -1.739
H2 3.106 2.619 -1.874
H3 2.509 0.907 -2.266
H4 5.644 0.286 -0.446
H5 4.358 -0.581 -1.414
H6 5.022 0.963 -1.977
H7 4.960 2.116 1.150
H8 4.797 2.998 -0.394
H9 3.476 3.050 0.814
H10 4.437 -1.285 0.603
H11 4.325 -2.019 2.924
H12 2.684 -1.054 4.479
H13 0.716 -0.493 5.354
H14 -0.182 0.996 5.727
H15 -0.526 0.078 4.245
H16 1.784 3.316 3.844
H17 0.591 2.681 2.747
H18 0.142 3.019 4.426
H19 3.337 1.900 4.893
H20 2.039 2.051 6.100
H21 2.735 0.465 5.754
H22 1.497 0.103 -0.886
H23 -0.444 -0.565 -3.926
H24 -0.918 -2.883 -4.733
H25 -0.084 -4.854 -3.470
H26 1.456 -4.500 -1.542
H27 1.950 -2.174 -0.766
H28 0.614 -5.335 1.536
H29 0.543 -4.931 3.255
H30 -0.874 -5.648 2.486
H31 -1.868 -2.149 3.066
H32 -2.306 -3.856 3.212
H33 -0.910 -3.210 4.120
H34 0.418 -1.620 2.052
H35 1.390 -2.879 2.749
H36 1.204 -2.766 0.983
H37 -1.195 -5.623 0.419
H38 -3.005 -5.766 -1.229
H39 -4.164 -3.681 -1.921
H40 -4.519 -2.285 -3.268
H41 -3.953 -0.693 -3.776
H42 -2.798 -2.028 -3.666
H43 -2.290 0.444 -0.841
H44 -1.592 -0.216 -2.306
H45 -2.987 0.804 -2.431
H46 -4.503 -0.478 -0.023
H47 -5.178 0.005 -1.597
H48 -5.373 -1.672 -1.018
H49 -2.657 -0.554 2.036
H50 -0.869 1.346 2.748
C39 -1.022 4.099 -4.712
C40 0.356 3.577 -5.127
C41 0.882 2.729 -3.940
N3 -0.136 2.785 -2.890
C42 0.052 2.187 -1.638
C43 -0.759 2.864 -0.519
C44 -2.160 2.834 -0.456
C45 -2.866 3.319 0.662
C46 -2.224 4.133 1.595
C47 -0.846 4.295 1.489
C48 -0.121 3.595 0.506
C49 -1.223 3.713 -3.226
H51 -1.112 5.181 -4.846
H52 -1.787 3.635 -5.341
H53 0.295 2.969 -6.038
H54 1.083 4.382 -5.311
H55 1.092 1.695 -4.275
H56 1.825 3.146 -3.552
H57 1.123 2.392 -1.343
H58 -2.741 2.429 -1.271
H59 -3.937 3.127 0.737
H60 -2.786 4.538 2.450
H61 -0.320 4.939 2.203
H62 0.965 3.687 0.502
H63 -1.205 4.621 -2.576
H64 -2.225 3.259 -3.122